The following is a quantum chemistry calculation of a structure of composition C24H28ClF9N2O3Ti in a non-equilibrium geometry, from OMol25.

## Properties
frontier orbital gap (alpha / beta): 5.16 / 6.59 eV
lowest unoccupied orbital energy (alpha / beta): 2.79 / 2.78 eV
⟨S²⟩: 0.755
HOMO level (alpha / beta): -2.4 / -3.8 eV

```
! wB97M-V def2-TZVPD RIJCOSX def2/J DEFGRID3
* xyz -1 2
Ti 0.27 0.10 0.22
Cl -0.32 -0.94 -1.80
N -1.03 -1.55 0.93
N 0.98 1.66 -1.28
C -0.52 -2.27 1.91
C 2.26 1.68 -1.48
C -2.38 -2.10 0.65
C -2.70 -2.79 1.97
C -2.34 -3.16 -0.44
C -3.35 -1.01 0.27
H -1.65 -3.97 -0.18
H -2.04 -2.72 -1.39
H -3.35 -3.58 -0.54
H -3.37 -0.23 1.04
H -4.35 -1.45 0.19
H -3.08 -0.58 -0.70
C 0.33 2.56 -2.29
C 1.51 2.93 -3.18
C -0.23 3.79 -1.60
C -0.77 1.90 -3.08
H -0.41 0.99 -3.56
H -1.09 2.60 -3.86
H -1.63 1.67 -2.45
H 0.55 4.31 -1.04
H -1.04 3.51 -0.92
H -0.63 4.47 -2.36
O 2.69 2.39 -2.51
H 1.66 4.01 -3.31
H 1.46 2.46 -4.17
O -1.37 -3.01 2.59
H -3.17 -3.78 1.89
H -3.29 -2.16 2.65
C 0.93 -2.26 2.24
C 3.27 0.95 -0.65
C 2.85 -0.49 -0.52
H 3.23 1.42 0.34
H 4.27 1.08 -1.07
C 1.95 -0.84 0.47
C 1.70 -2.11 0.95
H 0.31 1.16 1.26
C 2.08 -3.16 0.10
C 2.81 -2.85 -1.07
C 1.64 -4.55 0.43
C 3.21 -1.53 -1.39
H 3.08 -3.66 -1.75
C 3.96 -1.19 -2.65
H 4.21 -2.08 -3.22
H 4.88 -0.64 -2.42
H 3.34 -0.53 -3.28
H 1.85 -4.78 1.49
H 2.15 -5.29 -0.20
H 0.56 -4.66 0.28
H 1.20 -3.14 2.83
H 1.10 -1.36 2.87
F -2.05 0.15 3.07
C -1.46 1.37 3.25
F -2.11 1.97 4.28
F -0.17 1.11 3.66
C -1.47 2.18 1.94
O -1.39 1.39 0.78
C -2.86 2.85 1.80
F -3.05 3.90 2.65
F -3.00 3.31 0.53
F -3.86 1.94 2.00
C -0.43 3.35 2.15
F -0.56 3.86 3.40
F 0.90 3.07 2.01
F -0.69 4.35 1.28
*
```